# C32H25FeN3PSSe

A molecular structure, C32H25FeN3PSSe at a distorted geometry (ωB97M-V/def2-TZVPD, OMol25).

Positions of all 64 atoms, in Å:
Fe1 0.09808 -0.19063 0.45287
S1 1.16464 1.72323 4.49035
C1 2.58877 1.97255 3.52066
C2 3.84460 2.42220 3.89546
C3 4.83308 2.46916 2.93119
C4 4.57793 2.10086 1.60869
C5 3.32567 1.67211 1.22537
C6 2.32300 1.59205 2.19101
N1 1.06158 1.11980 1.98433
C7 0.34526 1.11142 3.08213
C8 -0.99680 0.58127 3.06563
C9 -1.88036 0.72391 4.13677
C10 -3.17452 0.25367 4.01918
C11 -3.57921 -0.39170 2.86046
C12 -2.68233 -0.59041 1.81907
C13 -1.38748 -0.10372 1.89639
H1 4.03662 2.71717 4.91382
H2 5.82774 2.77624 3.21018
H3 5.36767 2.15881 0.87478
H4 3.09541 1.39008 0.20574
H5 -1.53906 1.19782 5.04458
H6 -3.86865 0.37314 4.83835
H7 -4.59259 -0.75764 2.76413
H8 -3.00964 -1.13792 0.94262
C14 0.06678 2.82184 -1.87831
P1 -0.57982 1.21297 -1.24516
C15 -2.36316 1.57792 -1.05286
C16 -2.62963 2.72286 -0.29551
C17 -3.91840 3.03249 0.08893
C18 -4.96671 2.19416 -0.25710
C19 -4.71359 1.05122 -0.99402
C20 -3.42058 0.73305 -1.37326
C21 -0.11222 0.09190 -2.62154
C22 1.26651 0.10766 -2.87162
C23 1.83852 -0.80096 -3.73819
C24 1.04670 -1.75840 -4.35409
C25 -0.31487 -1.78527 -4.11350
C26 -0.89384 -0.87253 -3.24745
H9 0.84120 3.20941 -1.21865
H10 -0.74838 3.53902 -1.94210
H11 0.48288 2.67034 -2.87236
H12 -1.81785 3.36846 0.00626
H13 -4.11280 3.92121 0.66879
H14 -5.97189 2.42234 0.06071
H15 -5.52478 0.39018 -1.26482
H16 -3.25387 -0.17954 -1.92140
H17 1.88653 0.84932 -2.38227
H18 2.90115 -0.78157 -3.92636
H19 1.49218 -2.48227 -5.01703
H20 -0.93529 -2.53150 -4.58747
H21 -1.95695 -0.92060 -3.08115
Se1 3.52016 -1.63487 0.82928
N2 1.79518 -1.59787 0.32439
C27 1.53772 -2.75188 -0.32045
C28 0.29268 -3.10245 -0.86084
C29 0.16748 -4.30957 -1.48983
C30 1.26320 -5.18859 -1.60960
C31 2.49601 -4.87315 -1.10860
C32 2.65765 -3.64215 -0.44068
N3 3.78604 -3.19212 0.10324
H22 -0.54922 -2.41639 -0.76143
H23 -0.78329 -4.60639 -1.90523
H24 1.10515 -6.13872 -2.09630
H25 3.34399 -5.53301 -1.20620

Results
HOMO level (alpha / beta)   -0.3962 / -0.3985 Eh
LUMO level (alpha / beta)   -3.98 / -4.06 eV
Frontier orbital gap (alpha / beta)   6.80 / 6.78 eV
Multiplicity   5
Charge   +1